Formula: C25H34N2OOs
Source: the OMol25 dataset
Level of theory: ωB97M-V/def2-TZVPD

The multiplicity is 5. The calculation puts the energy above the lowest of the compared OMol25 structures with the same formula, charge and spin at 0.0 kJ/mol. As for the charge: +2. Its molar mass is 568.790 g/mol.

Element x y z (Å)
1 H -0.36067 -2.92230 2.10792
2 H -2.71663 -0.22536 3.46120
3 C -1.54929 -2.25478 -4.62832
4 C -0.57526 1.59046 0.35862
5 H -1.97710 -4.77310 2.50862
6 C -1.47724 -3.23102 -0.97331
7 C 5.83150 -0.07811 1.07185
8 H 6.44795 0.79850 1.29886
9 H 4.83962 0.28063 0.77606
10 H -2.21137 -0.31411 1.76203
11 H 1.62689 -2.07267 1.87807
12 C -2.40127 -4.26824 -0.81702
13 C -0.52948 3.48078 1.94131
14 C -0.59488 -1.23949 -4.58937
15 H -0.01887 5.40390 1.15243
16 H -0.31989 -0.68663 -5.48137
17 C 1.11576 2.43446 -2.77419
18 H -2.60077 -3.72155 -3.46310
19 H 1.10751 2.12425 -3.84172
20 H -2.34220 2.75233 4.05277
21 C 0.01232 -0.93613 -3.37620
22 C -1.86130 -2.92901 -3.45356
23 H -1.36801 2.61218 -3.98406
24 C 5.74370 -1.02097 2.27580
25 N -0.75871 -2.76742 0.09204
26 H -3.27905 1.04045 2.29828
27 H 1.40165 3.50620 -2.73821
28 C -0.95733 -3.32953 1.29982
29 H -2.96329 -4.62404 -1.67265
30 H 6.70495 -1.51018 2.46741
31 O -0.78535 0.28537 -0.06801
32 H -3.31624 -5.64755 0.55951
33 C -1.86082 -4.36076 1.51212
34 H 6.27507 -0.58128 0.20580
35 H 5.45990 -0.47870 3.18430
36 H -0.36685 0.62284 3.25480
37 H -1.17017 4.05233 -2.92844
38 C -2.59995 -4.84217 0.43208
39 N -0.28625 -1.58521 -2.23911
40 C -0.75036 2.09326 1.71562
41 C -0.17726 4.35524 0.93497
42 C -0.28369 2.55720 -0.66925
43 H -2.35041 2.75991 -2.48510
44 C -1.19548 1.24554 2.92823
45 H -0.54077 1.14854 -2.23181
46 C -0.06803 3.90523 -0.35533
47 C -2.42414 0.39219 2.58566
48 H 1.88607 1.83985 -2.23996
49 H -2.04413 -2.51880 -5.55789
50 C -1.35013 2.95691 -2.92716
51 H 1.97224 -0.32230 1.78460
52 Os 0.56368 -1.22941 -0.30724
53 H 4.99807 -1.80646 2.11087
54 H 0.32815 -0.86318 2.22821
55 C 1.21455 -1.08819 1.62069
56 C -0.26585 2.19668 -2.14313
57 C -1.21459 -2.57625 -2.26439
58 H 0.16165 4.63176 -1.12408
59 H -0.62469 3.94225 2.90955
60 H 0.76415 -0.15707 -3.27384
61 C -1.50832 2.03599 4.21783
62 H -1.80076 1.34128 5.03487
63 H -0.60851 2.57543 4.58506

=====

Formula: C5H8O
Source: the OMol25 dataset
Level of theory: ωB97M-V/def2-TZVPD

The multiplicity is 1. The calculation puts the energy above the lowest of the compared OMol25 structures with the same formula, charge and spin at 508.9 kJ/mol. Its molar mass is 84.118 g/mol.

Element x y z (Å)
1 C -1.41880 -0.26822 0.39725
2 O 0.60455 0.61878 1.49535
3 H -2.05682 0.56987 0.69782
4 H -0.59480 1.30320 -1.47654
5 H 0.35714 -0.87631 -1.80499
6 C 1.09376 -0.59148 0.95151
7 H -1.51492 -1.05938 1.14649
8 H 2.12767 -0.55825 0.62283
9 C 1.11662 -0.12277 -1.49820
10 H -1.77964 -0.64976 -0.56353
11 C 0.34061 1.02364 -0.97690
12 C 0.01170 0.20526 0.28632
13 H 0.78178 -1.50538 1.45702
14 H 0.93113 1.91081 -0.73442

=====

Formula: C20H28I2N3Ti
Source: the OMol25 dataset
Level of theory: ωB97M-V/def2-TZVPD

The multiplicity is 1. The calculation puts the energy above the lowest of the compared OMol25 structures with the same formula, charge and spin at 276.6 kJ/mol. As for the charge: -1. Its molar mass is 612.140 g/mol.

Element x y z (Å)
1 H -1.98128 -3.04372 -3.21630
2 H -1.37294 -0.11652 5.88208
3 H -2.41522 -1.52499 3.79889
4 C -0.15022 0.82147 4.29518
5 C -0.63097 3.22160 -1.75475
6 C 2.46119 0.07933 -0.25098
7 N -1.08326 -0.42122 2.62355
8 H -2.60323 -3.45676 -0.09611
9 H -0.81446 1.47777 -3.01094
10 H -0.91582 -3.87621 0.25001
11 C 3.95715 -0.02633 1.81672
12 H 1.98070 -0.87188 1.62232
13 C -0.15244 0.57653 2.91863
14 H -0.33038 3.47517 -0.73884
15 C -3.93212 3.39773 0.04625
16 C 0.28342 -2.55836 -1.74710
17 H 3.73251 0.60435 -3.36064
18 H 3.64787 0.95617 2.17875
19 H 4.31345 -0.42621 -1.19435
20 C 2.85010 -0.69175 0.99431
21 H 1.45346 1.51737 -3.69613
22 H -4.79389 3.45942 0.72088
23 H 4.85713 0.11451 1.21536
24 C -1.17292 -2.39452 -1.30438
25 C 0.82376 1.16621 -1.69210
26 H 0.03694 3.74009 -2.44949
27 C 3.35384 0.06419 -1.32226
28 H -1.69810 -4.50105 -1.21990
29 I -2.38507 2.74926 1.38361
30 H -1.77238 -1.28217 -3.05899
31 C -1.09703 -0.03381 4.84274
32 C 3.02273 0.61689 -2.54285
33 H 3.20076 -1.67492 0.67032
34 N 0.28114 0.77375 0.64484
35 H 1.51619 1.67793 2.04884
36 H -1.31727 1.20811 -1.37322
37 H 4.21878 -0.63683 2.68303
38 H -3.59653 4.42359 -0.16538
39 N -1.28459 -1.24500 -0.44462
40 H -3.10409 -2.08602 -2.21622
41 H 0.37776 -3.39168 -2.45048
42 C -2.06408 -2.19388 -2.53179
43 H 0.64423 -1.64541 -2.22686
44 C 1.74835 1.13467 -2.72540
45 I -4.29091 -0.56029 0.70972
46 H -1.65152 3.58026 -1.89648
47 H 0.91766 -2.75789 -0.87866
48 H 0.45595 1.54929 4.81223
49 C -0.55837 1.71129 -1.97662
50 C 0.63619 1.06725 1.85309
51 C -1.64612 -0.76929 3.77617
52 C 1.21773 0.69970 -0.42568
53 Ti -1.54714 -0.03516 0.72573
54 C -1.62668 -3.64208 -0.54568

=====

Formula: C5H7NO
Source: the OMol25 dataset
Level of theory: ωB97M-V/def2-TZVPD

The multiplicity is 1. The calculation puts the energy above the lowest of the compared OMol25 structures with the same formula, charge and spin at 533.5 kJ/mol. Its SMILES is N[C@]12O[C@@]13CC[C@@H]23. Its molar mass is 97.117 g/mol.

Element x y z (Å)
1 H -0.26647 1.90446 -0.96893
2 H 1.92383 -0.14106 1.35952
3 H 0.65264 -0.36486 -1.75923
4 C 0.23089 0.79674 0.49459
5 H -1.88052 2.05912 -1.19284
6 C 0.10206 -0.44167 -0.82691
7 C 0.47928 -1.41407 0.28813
8 N -1.09922 1.48786 -1.51456
9 O -1.29205 0.57712 0.59534
10 C 0.84436 -0.32330 1.30759
11 H -0.37539 -2.01192 0.61211
12 H 0.42492 -0.40238 2.31354
13 C -1.03537 0.35542 -0.70357
14 H 1.29102 -2.08146 -0.00478

=====

Formula: C9H13N4O
Source: the OMol25 dataset
Level of theory: ωB97M-V/def2-TZVPD

The multiplicity is 3. The calculation puts the energy above the lowest of the compared OMol25 structures with the same formula, charge and spin at 0.0 kJ/mol. As for the charge: +1. Its molar mass is 193.230 g/mol.

Element x y z (Å)
1 N 0.63301 -0.19625 1.26541
2 H 1.29942 -2.65532 2.43350
3 H 0.69171 4.82449 1.84964
4 C 0.12786 -3.93157 0.98715
5 N 0.59747 2.27888 0.25542
6 C 1.47819 4.30268 1.21583
7 H -1.00417 -4.78087 -0.59961
8 H -1.89975 1.42824 -2.94314
9 C -0.62400 -3.80486 -0.20240
10 N -1.83805 0.30316 -3.10638
11 H -1.72130 -2.43478 -1.69547
12 H 0.49031 -4.93468 1.25077
13 H -0.79300 0.22075 -1.70172
14 C -0.51401 -1.43724 -0.27245
15 C 0.20556 -1.46642 0.96804
16 H 2.44345 4.57539 1.60085
17 C 0.18923 0.55991 0.25326
18 O 1.63621 2.02577 2.23082
19 H -1.56416 0.19570 -4.10342
20 H 1.31738 4.66158 0.21727
21 H 0.32669 2.85348 -0.43106
22 C 0.55105 -2.72908 1.58386
23 C 1.28473 2.75665 1.34326
24 C -0.97745 -2.62862 -0.90112
25 N -0.53851 -0.10838 -0.65809
26 H 1.00338 0.15729 2.16878
27 H -2.80127 -0.03588 -3.00901

=====

Formula: C15H25BILuO4P2
Source: the OMol25 dataset
Level of theory: ωB97M-V/def2-TZVPD

The multiplicity is 1. The calculation puts the energy above the lowest of the compared OMol25 structures with the same formula, charge and spin at 0.0 kJ/mol. As for the charge: +2. Its molar mass is 643.992 g/mol.

Element x y z (Å)
1 C 3.16230 1.04692 -0.73305
2 H -3.50319 -2.43722 3.00168
3 C -3.22828 -0.85552 -0.02593
4 O -2.10167 -0.42369 -0.68270
5 C -5.17256 -1.74698 1.75772
6 O 1.92921 0.42955 -2.62259
7 H 1.51636 -3.81227 -0.25692
8 H 4.01946 0.63911 -1.30877
9 P 1.93925 -2.07541 1.30280
10 B -1.02870 -0.54963 0.28755
11 P 0.80545 2.73885 -1.81155
12 H 4.24418 -2.64433 0.86388
13 H 2.72221 4.05826 -2.28396
14 H 1.57018 -4.43775 1.43183
15 O 0.60893 -1.49109 -1.32378
16 H -1.06875 2.67720 -3.31374
17 H 2.90062 0.24355 0.00119
18 H 4.16302 -1.49595 2.24674
19 C 3.68312 -2.38480 1.78226
20 H -0.03559 1.20568 -3.41047
21 C -5.53384 -1.02834 0.61529
22 H -1.18465 1.36405 -2.08644
23 H -4.84308 -0.04425 -1.20067
24 H -0.08496 4.99315 -1.95548
25 H 0.00992 -1.56224 2.91572
26 C 1.12078 -1.56419 2.95339
27 C 2.00017 1.27016 -1.73946
28 O -1.53148 -1.27501 1.42808
29 H 0.47142 4.69085 -0.29072
30 C -4.56874 -0.59852 -0.30737
31 H 3.71390 -3.23515 2.49040
32 H 1.55918 -2.33096 3.56723
33 C -3.82435 -1.93539 2.08134
34 I -1.03732 2.03416 0.86680
35 H 1.38015 4.47351 -3.38379
36 C 0.44300 -0.97587 -0.25965
37 H -5.95636 -2.13591 2.42494
38 C 1.92666 3.65722 -2.91571
39 C -2.88633 -1.45433 1.20180
40 C 1.21507 -3.62141 0.78429
41 H 3.46582 1.97817 -0.28364
42 H 1.49534 -0.58808 3.53180
43 H 0.11832 -3.55987 0.83547
44 Lu 1.33108 0.35740 1.77184
45 C -0.50529 1.92772 -2.73950
46 H -1.09974 4.05508 -0.83914
47 H 2.33655 2.97326 -3.65551
48 H -6.59218 -0.80477 0.42801
49 C -0.06461 4.25507 -1.14148

=====

Look up the energy above the lowest of the compared OMol25 structures with the same formula, charge and spin of the third one.
276.6 kJ/mol